No. 1
{"formula": "C22H27Cl2N3O2Ru", "method": "wB97M-V/def2-TZVPD", "symbols": ["Ru", "Cl", "Cl", "O", "O", "N", "N", "N", "C", "C", "C", "C", "C", "C", "C", "C", "C", "C", "C", "C", "C", "C", "C", "C", "C", "C", "C", "C", "C", "C", "H", "H", "H", "H", "H", "H", "H", "H", "H", "H", "H", "H", "H", "H", "H", "H", "H", "H", "H", "H", "H", "H", "H", "H", "H", "H", "H"], "coordinates": [[-0.198, -0.279, 0.221], [-0.086, -4.233, 1.996], [-0.758, -2.829, -0.486], [0.205, -0.099, -1.979], [-2.454, -0.306, -0.033], [2.200, -0.260, 0.138], [0.021, -0.098, 2.575], [-0.789, 1.922, 0.531], [3.108, -1.585, -4.451], [1.111, -0.623, -2.689], [-4.801, 2.289, -2.153], [-4.388, 0.100, -1.260], [-1.184, -0.871, 2.917], [-3.614, 2.740, -1.622], [2.587, -0.325, 2.693], [1.193, -0.891, 2.958], [0.631, 2.408, 2.548], [-3.152, 0.527, -0.676], [-2.784, 1.915, -0.855], [1.773, -1.503, -4.870], [-5.189, 0.957, -1.960], [3.433, -1.245, -3.159], [-1.626, 2.499, -0.253], [2.953, 0.193, 1.287], [0.328, 2.670, 1.052], [2.467, -0.821, -2.234], [2.900, -0.545, -0.905], [-0.216, -4.366, 0.238], [-0.090, 1.224, 3.201], [0.810, -1.024, -4.029], [-1.153, 1.476, 3.209], [0.770, -4.612, -0.155], [0.165, 3.750, 0.909], [2.807, 0.478, 3.398], [3.870, -1.916, -5.138], [-6.126, 0.609, -2.369], [1.111, -1.851, 2.432], [3.991, -0.584, -0.791], [4.022, -0.031, 1.137], [1.149, -1.103, 4.039], [0.254, 1.162, 4.241], [-3.313, 3.763, -1.792], [-4.663, -0.935, -1.111], [1.511, -1.817, -5.871], [-2.075, -0.360, 2.547], [-5.438, 2.958, -2.709], [1.710, 2.339, 2.678], [-1.487, 3.565, -0.480], [-0.957, -5.133, 0.015], [1.202, 2.387, 0.445], [3.267, -1.145, 2.931], [-1.272, -0.998, 4.005], [4.459, -1.312, -2.830], [-0.219, -0.930, -4.342], [2.863, 1.286, 1.277], [0.305, 3.278, 3.121], [-1.146, -1.865, 2.461]], "nbo_charge": [1.21, -0.01, 0.05, -0.67, -0.68, -0.50, -0.40, -0.47, -0.27, 0.41, -0.27, -0.25, -0.44, -0.11, -0.43, -0.24, -0.42, 0.43, -0.27, -0.15, -0.15, -0.12, 0.23, -0.23, -0.24, -0.27, 0.21, -0.38, -0.23, -0.25, 0.23, 0.24, 0.21, 0.22, 0.23, 0.23, 0.22, 0.19, 0.21, 0.21, 0.22, 0.21, 0.22, 0.23, 0.24, 0.23, 0.21, 0.20, 0.25, 0.20, 0.23, 0.21, 0.21, 0.22, 0.20, 0.24, 0.23], "e_lumo_ev": [-4.516, -4.759], "s_squared": 0.765, "fmax_ha_per_bohr": 0.083, "energy_ha": -2184.25117, "spin_multiplicity": 2, "charge": 1, "e_homo_ev": [-10.43, -10.36]}

No. 2
{"formula": "C27H28IrN2O5P2", "method": "wB97M-V/def2-TZVPD", "symbols": ["Ir", "P", "P", "O", "O", "O", "O", "O", "N", "N", "C", "C", "C", "C", "C", "C", "C", "C", "C", "C", "C", "C", "C", "C", "C", "C", "C", "C", "C", "C", "C", "C", "C", "C", "C", "C", "C", "H", "H", "H", "H", "H", "H", "H", "H", "H", "H", "H", "H", "H", "H", "H", "H", "H", "H", "H", "H", "H", "H", "H", "H", "H", "H", "H", "H"], "coordinates": [[-0.515, -0.196, 0.358], [0.116, -2.096, -0.487], [-2.200, 0.628, -0.757], [-1.171, -0.508, 3.269], [1.352, 1.518, 0.336], [0.484, 3.641, 0.329], [2.214, 0.890, 6.781], [0.795, 2.503, 7.224], [1.483, 1.838, 6.423], [0.422, 0.095, -3.409], [2.433, 1.923, -3.761], [-0.782, 3.872, -4.045], [1.066, 2.742, 0.912], [-0.874, -0.339, 2.164], [3.119, -2.210, -2.863], [-1.739, 2.934, -3.669], [1.108, 2.388, -3.620], [1.680, -0.294, -3.154], [4.187, -1.373, -3.201], [1.361, -2.716, 0.684], [0.678, 3.263, 4.597], [2.784, 0.602, -3.387], [2.292, 1.474, 4.176], [1.459, 2.185, 5.055], [1.422, 2.786, 2.357], [1.867, -1.654, -2.706], [-3.510, -0.445, -0.146], [-1.366, -3.119, -0.218], [-2.559, 2.272, -0.100], [0.725, -2.506, -2.169], [0.617, 3.553, 3.241], [0.583, 3.686, -3.879], [-2.307, 0.726, -2.593], [0.101, 1.389, -3.357], [2.265, 1.781, 2.840], [-1.303, 1.712, -3.198], [4.073, 0.012, -3.283], [1.451, -3.799, 0.557], [1.307, 4.516, -3.958], [2.319, -2.222, 0.476], [2.803, 1.174, 2.116], [-1.863, -2.821, 0.716], [-3.360, -0.613, 0.929], [-1.046, -4.161, -0.154], [-1.126, 4.813, -4.463], [-3.493, -1.401, -0.673], [-2.188, -0.287, -3.013], [0.128, 3.823, 5.362], [3.224, 2.653, -3.839], [0.391, 1.174, -0.067], [5.158, -1.832, -3.373], [-2.643, 2.193, 0.993], [-0.095, 4.308, 2.861], [-2.059, -2.981, -1.054], [-4.443, 0.088, -0.324], [-0.145, -2.478, -2.846], [-2.807, 3.120, -3.781], [1.049, -3.550, -2.102], [2.925, 0.671, 4.521], [-3.339, 1.042, -2.804], [4.963, 0.665, -3.262], [1.051, -2.469, 1.710], [-1.744, 2.970, -0.333], [3.245, -3.291, -2.774], [-3.505, 2.601, -0.539]], "nbo_charge": [0.39, 1.09, 1.12, -0.33, -0.62, -0.51, -0.35, -0.33, 0.47, -0.43, -0.10, -0.13, 0.77, 0.43, -0.21, -0.24, -0.09, 0.20, -0.17, -0.96, -0.20, -0.10, -0.19, 0.13, -0.17, -0.04, -0.97, -0.96, -0.98, -0.73, -0.15, -0.13, -0.74, 0.12, -0.19, 0.02, -0.15, 0.27, 0.24, 0.28, 0.23, 0.26, 0.26, 0.29, 0.24, 0.26, 0.28, 0.28, 0.23, 0.37, 0.24, 0.26, 0.26, 0.26, 0.29, 0.28, 0.23, 0.27, 0.27, 0.27, 0.24, 0.26, 0.30, 0.23, 0.27], "e_lumo_ev": [-7.522, -10.259], "s_squared": 8.798, "fmax_ha_per_bohr": 0.113, "de_lowest_kcal_mol": 7.4, "energy_ha": -2317.56599, "spin_multiplicity": 6, "charge": 2, "e_homo_ev": [-11.39, -13.91]}

No. 3
{"formula": "C20H24NO7", "method": "wB97M-V/def2-TZVPD", "symbols": ["O", "O", "O", "O", "O", "O", "O", "N", "C", "C", "C", "C", "C", "C", "C", "C", "C", "C", "C", "C", "C", "C", "C", "C", "C", "C", "C", "C", "H", "H", "H", "H", "H", "H", "H", "H", "H", "H", "H", "H", "H", "H", "H", "H", "H", "H", "H", "H", "H", "H", "H", "H"], "coordinates": [[-3.764, -2.765, -5.439], [-1.288, -0.296, 0.310], [1.346, -2.624, -1.077], [4.458, 7.244, -1.211], [-2.397, 2.266, -4.399], [1.636, 3.331, 1.024], [-0.932, -2.218, -1.720], [1.151, -0.019, 0.505], [-3.449, -1.608, -5.201], [2.512, 5.511, 1.211], [1.093, -2.836, 2.327], [-2.712, 1.109, -4.638], [2.874, 4.081, -0.835], [-0.153, -1.831, 1.961], [3.220, 6.495, 0.648], [0.008, -1.003, 0.557], [-3.550, 0.767, -5.804], [-2.268, -0.001, -3.771], [3.583, 5.064, -1.398], [0.202, -2.004, -0.762], [-0.596, -3.587, 4.388], [-2.611, -1.266, -4.034], [-2.078, -4.187, 3.899], [2.286, 4.231, 0.510], [3.808, 6.344, -0.698], [0.616, -4.042, 3.382], [1.562, 0.499, 1.863], [-3.893, -0.498, -6.067], [3.395, 7.439, 1.148], [1.998, -2.302, 2.884], [-2.037, -0.943, 0.537], [1.562, -4.270, 4.066], [2.700, 3.136, -1.335], [-3.867, 1.593, -6.429], [-4.507, -0.765, -6.919], [-2.253, -5.289, 4.320], [-0.638, -2.444, 4.638], [-0.434, -1.147, 2.899], [-2.199, -4.209, 2.734], [-0.387, -4.138, 5.427], [0.350, -5.045, 2.840], [-1.655, 0.266, -2.919], [2.365, -0.239, 2.289], [4.020, 4.969, -2.385], [-2.294, -2.092, -3.409], [0.684, 0.754, 2.592], [0.746, 0.832, 0.011], [2.075, 5.606, 2.198], [-1.106, -2.536, 1.819], [-2.879, -3.462, 4.380], [2.136, 1.528, 1.674], [1.558, -3.398, 1.408]], "nbo_charge": [-0.51, -0.75, -0.72, -0.50, -0.52, -0.48, -0.89, -0.63, 0.48, -0.21, -0.42, 0.47, -0.21, -0.46, -0.24, 0.32, -0.23, -0.24, -0.24, 0.71, -0.42, -0.22, -0.64, 0.46, 0.47, -0.41, -0.44, -0.23, 0.23, 0.19, 0.48, 0.19, 0.25, 0.22, 0.22, 0.20, 0.21, 0.21, 0.22, 0.19, 0.21, 0.27, 0.19, 0.23, 0.30, 0.18, 0.37, 0.23, 0.22, 0.21, 0.22, 0.27], "e_lumo_ev": -0.037, "fmax_ha_per_bohr": 0.140, "energy_ha": -1357.73735, "charge": -1, "e_homo_ev": -4.16}